Record 1
Here is a structure of composition H2N2O4P at a distorted geometry from OMol25. Energies are from ωB97M-V with the def2-TZVPD basis set.

The calculation puts the lowest unoccupied orbital energy at 3.8 eV. The value obtained for the orbital gap is 8.946 eV. The energy relative to the best compared isomer or geometry (same formula, charge and spin) comes out at 35.6 kcal per mole.

The geometry in ORCA input format:
```
! wB97M-V def2-TZVPD RIJCOSX def2/J DEFGRID3
* xyz -1 1
N 0.14017 0.87069 -0.55895
N 0.06457 -2.02277 -0.33744
O 0.17890 -3.22832 -0.27663
O 1.01192 2.36280 1.49569
O -0.70366 -1.51126 -1.30792
O -1.27534 1.31491 1.73008
P -0.03073 1.43659 0.93977
H 1.11234 0.98624 -0.75763
H -0.49817 -0.20888 -0.92697
*
```

Record 2
Here is the ion C28H29O9S2 with charge -1 at a distorted geometry from OMol25. Energies are from ωB97M-V with the def2-TZVPD basis set.

The calculation puts the lowest unoccupied orbital energy at 2.6 eV. As for the SMILES: CCOC(=O)C(C(=O)OCC)[C@@H](C(S(=O)(=O)c1ccccc1)=[S@@](=O)([O-])c1ccccc1)c1ccc(OC)cc1. The value obtained for the orbital gap is 6.377 eV.

The geometry in ORCA input format:
```
! wB97M-V def2-TZVPD RIJCOSX def2/J DEFGRID3
* xyz -1 1
C 1.37532 -6.40889 1.43516
O 0.71245 -5.44469 2.28833
C 0.51550 -4.19056 1.80083
C 0.09246 -3.20172 2.72671
C 0.09602 -1.86617 2.35850
C 0.40545 -1.52800 1.04126
C 0.52586 -0.05595 0.64207
C -0.85745 0.44796 0.26596
S -1.76405 1.76630 0.91752
C -0.67728 2.76237 1.93561
C -0.95434 2.95724 3.29115
C -0.04213 3.67426 4.06528
C 1.15319 4.14127 3.50334
C 1.37416 4.00092 2.13024
C 0.39853 3.40662 1.33802
O -2.15464 2.63054 -0.18516
O -2.77124 1.25028 1.82014
S -1.76629 -0.56724 -0.83543
C -3.29539 0.23736 -1.29389
C -3.34598 0.97165 -2.47889
C -4.57143 1.45819 -2.92431
C -5.73412 1.19379 -2.18943
C -5.67303 0.44605 -1.00698
C -4.44985 -0.04834 -0.56182
O -1.04708 -0.68989 -2.09898
O -2.20748 -1.75319 -0.12672
C 0.55393 -2.51397 0.08056
C 0.70411 -3.84303 0.44343
H 1.40235 -7.30386 2.05754
H 0.80347 -6.60031 0.51395
H 2.39699 -6.08448 1.17942
H -0.17454 -3.50463 3.73608
H -0.11525 -1.05993 3.06308
H 0.89373 0.54700 1.49656
H -1.87514 2.55756 3.71078
H -0.26116 3.85529 5.11757
H 1.91325 4.61883 4.12573
H 2.29984 4.33400 1.65980
H 0.45777 3.42588 0.25262
H -2.42638 1.14027 -3.03605
H -4.60185 2.03322 -3.85175
H -6.69460 1.56854 -2.54379
H -6.56831 0.22303 -0.42328
H -4.37228 -0.65961 0.33501
H 0.60578 -2.26740 -0.97255
H 0.93348 -4.58340 -0.32881
H 0.86413 -0.25639 -1.42937
C 1.40012 0.12078 -0.55611
C 2.76213 -0.54496 -0.48459
O 3.78556 -0.06173 -0.04813
O 2.75130 -1.76985 -1.05337
C 4.07634 -2.29702 -1.30953
C 3.87716 -3.74569 -1.65173
C 1.66317 1.58529 -0.77721
O 2.49657 2.24964 -0.19891
O 0.79114 2.10452 -1.66768
C 1.19782 3.42986 -2.14944
C -0.05293 4.04809 -2.68269
H 4.48854 -1.72521 -2.14942
H 4.69996 -2.15880 -0.41709
H 4.81983 -4.15993 -2.02095
H 3.56979 -4.32145 -0.76679
H 3.10610 -3.85680 -2.42511
H 1.61861 4.00092 -1.31789
H 1.96268 3.28232 -2.92644
H 0.18428 5.02422 -3.11106
H -0.48658 3.39999 -3.45315
H -0.78805 4.17907 -1.87775
*
```

Record 3
Here is the molecule C8H14 at a distorted geometry from OMol25. Energies are from ωB97M-V with the def2-TZVPD basis set.

The calculation puts the lowest unoccupied orbital energy at 1.1 eV. As for the SMILES: C=C/C=C(/C)CCC. The value obtained for the orbital gap is 9.450 eV. The energy relative to the best compared isomer or geometry (same formula, charge and spin) comes out at 40.9 kcal per mole.

The geometry in ORCA input format:
```
! wB97M-V def2-TZVPD RIJCOSX def2/J DEFGRID3
* xyz 0 1
C 0.79637 -0.41610 2.42311
C 0.75126 -1.14419 1.07948
C 1.20985 -0.42925 -0.19150
C 0.16878 -0.20350 -1.23049
C -0.77892 0.73877 -1.20616
C -0.93311 1.72174 -0.14307
C -2.06744 2.32261 0.18096
C 0.12879 -1.21696 -2.38669
H 1.37151 0.50584 2.53709
H -0.19944 -0.06316 2.73552
H 1.19486 -1.08783 3.18287
H 1.39250 -2.02568 1.22944
H -0.26619 -1.52972 0.96936
H 2.03785 -1.00335 -0.61483
H 1.68225 0.54541 0.01435
H -1.41693 0.79559 -2.07441
H -0.06219 1.78063 0.52305
H -2.93966 2.32809 -0.45941
H -2.30792 2.87004 1.09572
H 0.28715 -2.19768 -1.92368
H 0.87592 -0.92636 -3.12443
H -0.92530 -1.36496 -2.61630
*
```

Record 4
Here is a structure of composition C11H23CaN3OP2 at a distorted geometry from OMol25. Energies are from ωB97M-V with the def2-TZVPD basis set.

The calculation puts the lowest unoccupied orbital energy (alpha / beta) at -2.4 / -4.8 eV. Its expectation value of S² is 0.781. The value obtained for the orbital gap (alpha / beta) is 8.356 / 5.983 eV. The energy relative to the best compared isomer or geometry (same formula, charge and spin) comes out at 0.0 kcal per mole.

The geometry in ORCA input format:
```
! wB97M-V def2-TZVPD RIJCOSX def2/J DEFGRID3
* xyz 1 2
Ca 0.31607 0.08518 0.33449
P 0.69210 2.98445 0.01151
P 2.06000 -2.31083 0.41024
N -1.61710 0.87566 -0.86664
N -0.94301 -1.73219 -0.64629
H -3.28770 0.21416 -2.06474
H -3.01398 -2.16183 -0.95732
H -3.43714 -0.03992 -0.29908
C -2.73773 -0.06582 -1.14947
H -2.10936 -1.66992 -2.41740
C -2.22438 -1.48407 -1.32870
H -2.28860 2.22026 -2.29263
H -1.02700 -3.74399 -1.25114
C -1.57262 1.99713 -1.47730
C -0.43002 -2.93272 -0.77072
H -1.40960 3.96305 -0.72361
C -0.73410 3.22242 -1.18945
H -0.37658 3.64481 -2.14436
H 3.10398 -2.57554 -0.53664
H 2.47103 -3.28540 1.36074
H 1.65669 3.57004 -0.85926
H 0.37830 4.17533 0.74837
O 1.49100 0.46031 -1.43456
C 0.94025 0.27994 -2.69705
C 1.25553 1.41575 -3.66444
C 1.40688 -1.03805 -3.31468
H -0.19265 0.32292 -2.57138
H 0.73231 2.33731 -3.37973
H 2.34126 1.59488 -3.65379
H 0.95217 1.13563 -4.68888
H 1.13713 -1.91163 -2.70760
H 1.02022 -1.17415 -4.34035
H 2.50861 -0.99600 -3.37101
C 0.84500 -3.37240 -0.36031
H 1.03559 -4.42975 -0.54063
C -0.36619 -0.03114 5.29210
C -0.08683 0.04483 3.86873
N 0.07785 0.10021 2.72037
H -1.29979 0.50922 5.50308
H 0.45266 0.41884 5.86986
H -0.48004 -1.08268 5.58980
*
```

Record 5
Here is a structure of composition C46H54ClIrN4O4P2SSi2 at a distorted geometry from OMol25. Energies are from ωB97M-V with the def2-TZVPD basis set.

The calculation puts the lowest unoccupied orbital energy (alpha / beta) at -1.3 / -1.3 eV. The value obtained for the orbital gap (alpha / beta) is 6.115 / 6.089 eV.

The geometry in ORCA input format:
```
! wB97M-V def2-TZVPD RIJCOSX def2/J DEFGRID3
* xyz 0 1
Ir -0.30846 -0.06203 -0.80265
C -0.68516 3.52067 -2.37805
Si -2.13506 3.15197 -1.18565
C -3.74596 2.63947 -2.08915
C -2.55196 4.77327 -0.25255
N -1.65786 1.73877 -0.29085
P -1.34936 1.50427 1.28425
C -0.72586 -0.11363 1.38535
P -1.54996 -1.62063 1.09575
N -2.14566 -1.53033 -0.40355
Si -3.42886 -2.42873 -1.14585
C -3.33176 -4.29243 -0.71735
C -5.09816 -1.71703 -0.54235
C -3.19946 -2.23083 -3.02705
C -0.18746 -2.83153 1.12285
C 0.31594 -3.37623 2.29775
C 1.42094 -4.21143 2.24835
C 2.03714 -4.48483 1.03775
C 1.53784 -3.93913 -0.13465
C 0.41994 -3.12473 -0.09205
C -2.78906 -2.23903 2.27415
C -3.61576 -1.36183 2.96355
C -4.61756 -1.85553 3.78125
C -4.80966 -3.22263 3.88755
C -3.97476 -4.10183 3.21505
C -2.95796 -3.61093 2.41735
C 0.01864 2.62207 1.69155
C -0.23966 3.97277 1.89695
C 0.79144 4.89277 1.84485
C 2.09204 4.46507 1.62665
C 2.35434 3.11377 1.46575
C 1.32134 2.19287 1.47245
C -2.74056 2.03877 2.31965
C -2.52626 2.52007 3.60645
C -3.59766 2.95997 4.36095
C -4.88316 2.89497 3.84675
C -5.10296 2.35407 2.58795
C -4.03446 1.92487 1.82315
H -1.04816 3.87957 -3.33405
H -0.03136 4.28717 -1.97345
H -0.08036 2.63457 -2.55425
H -3.85956 3.16997 -3.02845
H -3.78116 1.57327 -2.29225
H -4.61206 2.88577 -1.48315
H -3.10366 5.44747 -0.90305
H -3.16956 4.58877 0.62295
H -1.65636 5.29607 0.06795
H -3.90236 -4.51503 0.17825
H -3.71796 -4.91933 -1.51395
H -2.30096 -4.58593 -0.53845
H -5.24736 -1.93573 0.51165
H -5.13046 -0.63823 -0.66005
H -5.93306 -2.13733 -1.09295
H -2.20726 -2.54743 -3.33255
H -3.92066 -2.83303 -3.56845
H -3.32726 -1.20073 -3.33795
H -0.16296 -3.15373 3.24265
H 1.80804 -4.64663 3.15895
H 2.90504 -5.13003 1.00505
H 2.02324 -4.14093 -1.07725
H -0.00336 -2.71433 -1.00455
H -3.46776 -0.29763 2.85515
H -5.24556 -1.17403 4.33685
H -5.61036 -3.60833 4.49915
H -4.11346 -5.16793 3.31275
H -2.28966 -4.27733 1.89225
H -1.25406 4.29547 2.08335
H 0.58084 5.94617 1.96265
H 2.89884 5.18247 1.58215
H 3.36924 2.78227 1.31155
H 1.51704 1.14177 1.29915
H -1.51716 2.56307 3.99345
H -3.43286 3.36167 5.34945
H -5.71556 3.26527 4.42595
H -6.10856 2.27297 2.20425
H -4.16896 1.50537 0.83495
C 7.05894 -2.20683 2.99705
C 6.90374 -1.40193 1.74165
C 7.08594 -0.02453 1.74325
C 6.97484 0.70137 0.56875
C 6.68724 0.04587 -0.60985
C 6.47324 -1.31873 -0.63175
C 6.58354 -2.03773 0.54345
S 6.70414 0.96117 -2.15115
O 7.03374 2.33067 -1.86985
O 7.52214 0.23767 -3.08025
N 5.15514 0.93087 -2.73135
C 4.18504 1.69127 -1.97105
C 2.78064 1.16147 -2.24905
C 2.67744 -0.29543 -1.75605
O 3.42814 -1.14553 -2.22625
O 1.81244 -0.51393 -0.85285
H 7.29654 -1.56833 3.84425
H 7.86384 -2.93063 2.87685
H 6.14564 -2.76003 3.21415
H 7.33204 0.48627 2.66345
H 7.12704 1.76897 0.53935
H 6.23434 -1.80853 -1.56195
H 6.43404 -3.10773 0.53265
H 4.84194 -0.03233 -2.84885
H 4.26704 2.73857 -2.27845
H 4.38764 1.62867 -0.89065
H 2.60264 1.18737 -3.32545
H 2.02414 1.75137 -1.72285
Cl -2.41676 1.39987 -6.03685
C -1.28896 0.40067 -5.20215
C -0.40236 -0.41253 -5.89505
C 0.48284 -1.18113 -5.15595
C 0.43394 -1.13343 -3.77345
N -0.42636 -0.35423 -3.11545
C -1.26656 0.39937 -3.81605
H -0.41086 -0.43923 -6.97245
H 1.20034 -1.82013 -5.64405
H 1.10764 -1.72993 -3.17665
H -1.93716 1.02067 -3.24655
*
```

Record 6
Here is a structure of composition C52H45N7O4P2STi at a distorted geometry from OMol25. Energies are from ωB97M-V with the def2-TZVPD basis set.

The calculation puts the lowest unoccupied orbital energy (alpha / beta) at -3.7 / -3.9 eV. Its expectation value of S² is 0.777. The value obtained for the orbital gap (alpha / beta) is 6.047 / 5.842 eV. The energy relative to the best compared isomer or geometry (same formula, charge and spin) comes out at 0.0 kcal per mole.

The geometry in ORCA input format:
```
! wB97M-V def2-TZVPD RIJCOSX def2/J DEFGRID3
* xyz 1 2
Ti 1.23061 -1.58415 -0.31839
C -0.72362 -3.77014 1.27302
O -0.03051 -2.45100 1.27946
C 0.21093 -1.79044 2.50626
C -0.48261 -2.09117 3.65648
C -0.22517 -1.47831 4.89566
C 0.90602 -0.67601 5.00391
C 1.60651 -0.30166 3.83642
C 1.26678 -0.84782 2.58074
N 1.97098 -0.70530 1.35766
N 3.12174 -0.03879 1.57926
C 3.93506 0.31076 0.54988
C 3.77675 -0.06948 -0.80655
O 2.64231 -0.73182 -1.09319
C 4.68759 0.34806 -1.77025
C 5.73408 1.22486 -1.45651
C 6.04962 1.57675 -0.07983
C 7.14109 2.41987 0.29071
C 7.36880 2.68929 1.65133
C 6.49800 2.09117 2.57056
C 5.36300 1.31571 2.21813
C 5.10935 1.10566 0.88801
H -0.18369 -4.36011 2.02595
H -0.60960 -4.18106 0.27278
H -1.76770 -3.66590 1.56976
H -1.33868 -2.73000 3.58325
H -0.93937 -1.64194 5.75271
H 1.26616 -0.26232 5.97662
H 2.44466 0.40392 3.80758
H 4.58750 -0.01758 -2.76891
H 6.27556 1.71396 -2.29570
H 7.80829 2.84163 -0.46367
H 8.15759 3.36269 2.06434
H 6.57966 2.32392 3.63563
H 4.81247 0.81159 3.04425
C -2.78313 2.14370 -1.12687
N -1.79394 1.75477 -0.09765
P -0.02589 1.74090 -0.37995
C 0.18713 2.69036 -1.88204
C 0.89593 2.16012 -2.98273
C 0.96946 2.85064 -4.16276
C 0.32331 4.08320 -4.28748
C -0.29608 4.65278 -3.17995
C -0.40802 3.94490 -1.98608
C 0.70152 2.89412 0.82602
C 0.36928 2.82238 2.20488
C 1.01089 3.65644 3.13824
C 2.03953 4.48584 2.72959
C 2.36547 4.57414 1.36607
C 1.67939 3.83146 0.41810
P -2.41051 0.95096 1.36921
C -3.64866 2.15813 1.92554
C -3.19959 3.15015 2.84284
C -4.03905 4.13405 3.30685
C -5.36776 4.14899 2.85877
C -5.85875 3.17619 2.00537
C -5.00149 2.18806 1.51101
C -3.48106 -0.44143 0.93052
C -3.59446 -1.06664 -0.31934
C -4.28913 -2.28049 -0.40145
C -4.90851 -2.86958 0.69907
C -4.91495 -2.18394 1.91503
C -4.26981 -0.94437 2.01585
H -2.46814 1.92131 -2.15335
H -3.03832 3.19274 -1.03445
H -3.72508 1.61300 -0.93592
H 1.37999 1.18555 -2.87030
H 1.53599 2.41136 -4.98145
H 0.28391 4.64735 -5.24325
H -0.70066 5.66487 -3.26147
H -0.84287 4.40164 -1.12039
H -0.38402 2.09608 2.55979
H 0.66170 3.63879 4.17867
H 2.51492 5.16382 3.47995
H 3.13463 5.27154 0.95278
H 1.83210 4.01340 -0.64424
H -2.13481 3.13337 3.12990
H -3.65679 4.83925 4.08341
H -6.01667 4.97532 3.16409
H -6.90832 3.20053 1.67093
H -5.40530 1.36235 0.92900
H -3.17976 -0.54773 -1.18274
H -4.25490 -2.80390 -1.36559
H -5.42996 -3.79877 0.52826
H -5.54100 -2.55103 2.75029
H -4.43373 -0.35417 2.91197
N -4.86195 -4.82337 -4.69803
C -3.68034 -4.24676 -4.36573
C -3.54246 -2.83254 -4.35217
C -2.40884 -2.23655 -3.81911
C -1.36085 -3.08610 -3.40621
C -1.40855 -4.46553 -3.62008
C -2.57632 -5.05873 -4.07844
S 0.15014 -2.48390 -2.83236
O -0.03582 -1.20555 -2.08184
O 1.01507 -2.41499 -3.96800
N 0.55474 -3.39422 -1.57461
C 1.81962 -3.92104 -1.48086
N 2.40749 -3.43287 -0.33344
C 3.64007 -3.90729 -0.03143
C 4.15666 -4.95574 -0.75081
C 3.48573 -5.33058 -1.91387
N 2.33760 -4.75255 -2.33163
H -5.61514 -4.26204 -5.10024
H -4.96899 -5.83518 -4.68102
H -4.38350 -2.23032 -4.65104
H -2.35056 -1.16123 -3.74090
H -0.49848 -5.03369 -3.44710
H -2.67027 -6.12549 -4.16681
H 4.08293 -3.50088 0.87032
H 5.10187 -5.41391 -0.47200
H 3.88593 -6.11628 -2.59250
*
```

Record 7
Here is a structure of composition C2H14O6 at a distorted geometry from OMol25. Energies are from ωB97M-V with the def2-TZVPD basis set.

The calculation puts the lowest unoccupied orbital energy at -0.1 eV. The value obtained for the orbital gap is 9.157 eV. The energy relative to the best compared isomer or geometry (same formula, charge and spin) comes out at 105.7 kcal per mole.

The geometry in ORCA input format:
```
! wB97M-V def2-TZVPD RIJCOSX def2/J DEFGRID3
* xyz 0 1
C -0.56844 -0.92108 -2.82248
C -0.04342 -0.75320 -1.38952
O 1.19060 -0.05656 -1.35328
O -1.04517 0.34406 -3.20970
H -1.34754 -1.67046 -2.96232
H 0.25527 -1.29265 -3.43203
H 0.03831 -1.65512 -0.78293
H -0.59617 -0.00289 -0.82420
H 0.95415 0.87387 -1.35286
H -0.28310 0.88314 -3.43384
O 0.00928 -0.35269 0.97495
H -0.00059 0.26799 1.70357
H 0.93830 -0.50816 0.80470
O -2.34595 0.00394 2.43449
H -1.44563 0.28697 2.59438
H -2.66132 0.58605 1.74318
O 2.24885 0.15104 0.61153
H 2.84830 0.11785 -0.13400
H 2.78936 0.45496 1.34072
O -0.44211 0.94711 2.82024
H -0.67449 0.63885 3.69614
H 0.18150 1.65699 2.97325
*
```

Record 8
Here is the molecule C2Cl2O3 at a distorted geometry from OMol25. Energies are from ωB97M-V with the def2-TZVPD basis set.

The calculation puts the lowest unoccupied orbital energy at 0.0 eV. As for the SMILES: O=C(Cl)OC(=O)Cl. The value obtained for the orbital gap is 11.823 eV. The energy relative to the best compared isomer or geometry (same formula, charge and spin) comes out at 0.0 kcal per mole.

The geometry in ORCA input format:
```
! wB97M-V def2-TZVPD RIJCOSX def2/J DEFGRID3
* xyz 0 1
C 1.21510 -0.61538 -0.04566
C -1.21536 0.55822 -0.08209
O 1.59532 -1.70602 -0.11120
O -1.23218 1.73860 -0.17481
O -0.11045 -0.31144 -0.04862
Cl -2.65810 -0.45705 0.16679
Cl 2.40566 0.79307 0.29559
*
```